120
Properties=species:S:1:pos:R:3:forces:R:3:lowdin_charge:R:1 method="wB97M-V/def2-TZVPD" homo_ev=-10.14 gap_ev=10.4 de_lowest_kj_mol=111.0 charge=0
C 6.4143 -0.7076 -3.0224 -0.41 -0.19 -0.07 -0.06
C 5.4193 0.4715 -3.0170 1.03 -0.53 -0.84 -0.21
O 5.3258 1.0017 -1.7013 -0.65 0.01 1.00 -0.01
C 4.5077 2.0453 -1.4502 -2.06 1.29 -4.02 -0.48
C 4.0622 2.1809 -0.0517 0.82 -0.18 0.54 0.03
O 4.0783 2.8420 -2.3394 1.71 -2.81 2.55 0.04
H 6.5342 -1.1620 -4.0059 0.29 0.89 -0.57 0.08
H 6.0003 -1.6140 -2.5807 -0.13 0.35 1.03 0.06
H 7.3821 -0.4612 -2.5856 -0.09 -0.06 -0.07 0.08
H 5.7305 1.2888 -3.6675 -0.04 -0.20 -0.23 0.12
H 4.4805 0.0457 -3.3712 -0.39 0.49 0.24 0.10
H 4.8123 2.9086 0.2578 -0.56 0.61 0.83 0.11
H 4.2076 1.3180 0.5982 0.06 -0.16 -0.38 0.08
H 3.0191 2.4932 -0.0008 0.44 0.45 0.05 0.08
C 0.7973 -0.5647 -5.7178 -0.83 0.16 0.28 -0.05
C 1.9412 0.3405 -5.2356 0.61 -1.00 0.21 -0.19
O 1.5455 1.3384 -4.2984 -0.49 0.48 0.18 0.00
C 1.2589 0.9715 -3.0565 -0.79 0.29 1.50 -0.48
C 0.8791 2.2078 -2.1547 0.33 -0.82 -0.79 0.04
O 1.2360 -0.1820 -2.6443 0.24 1.25 -0.58 0.07
H 0.3558 -1.2158 -4.9633 0.76 -0.07 0.57 0.05
H 1.0202 -1.2380 -6.5455 0.41 0.40 -0.12 0.08
H -0.1146 -0.0108 -5.9409 0.29 0.59 -0.64 0.08
H 2.7283 -0.2258 -4.7377 -0.14 -0.52 0.01 0.09
H 2.5067 0.8955 -5.9841 -0.66 -0.04 -0.42 0.13
H -0.1949 2.3913 -2.1851 -0.15 -0.41 -0.04 0.08
H 1.3234 3.1465 -2.4856 0.36 -0.33 -0.07 0.08
H 1.1691 1.9769 -1.1297 -0.05 0.01 -0.10 0.05
C -5.9513 -0.4033 0.0776 -0.38 0.68 -0.96 -0.06
C -7.3362 -0.8692 -0.4671 1.54 -0.54 0.48 -0.17
O -8.4566 -0.0911 -0.0323 1.11 -3.21 1.97 0.03
C -8.6970 1.0557 -0.4956 -0.34 4.22 -3.31 -0.58
C -9.7637 1.8035 0.2705 0.07 1.18 -0.35 0.02
O -8.2054 1.5523 -1.5292 -0.47 -1.33 2.15 0.06
H -5.1853 -1.1653 -0.0658 -0.35 -0.46 0.09 0.07
H -6.0108 -0.1726 1.1413 -0.03 0.08 -0.07 0.08
H -5.5411 0.4303 -0.4924 -0.29 0.40 0.25 0.07
H -7.3654 -0.9858 -1.5505 0.10 0.06 0.13 0.13
H -7.4039 -1.8272 0.0485 -0.92 -0.10 -0.41 0.12
H -10.7638 1.4318 0.0475 0.11 -0.25 0.17 0.09
H -9.7119 2.8189 -0.1226 -0.19 -0.03 -0.13 0.08
H -9.6141 1.9368 1.3419 0.09 -0.70 0.02 0.08
C 2.9819 -2.7783 -2.2379 1.05 0.90 -0.47 -0.04
C 2.0640 -3.1712 -3.3908 -0.86 0.26 0.83 -0.21
O 2.4959 -4.3800 -4.0039 0.61 -0.77 -1.70 -0.03
C 3.1595 -4.3296 -5.2079 2.58 2.63 0.80 -0.46
C 3.7341 -5.6661 -5.6114 -1.35 -0.13 -0.32 0.01
O 3.4987 -3.2767 -5.7714 -1.55 -2.08 1.16 0.06
H 3.5188 -3.5936 -1.7530 -0.27 -0.30 -0.23 0.08
H 2.5660 -2.1594 -1.4429 -0.66 -0.21 -0.22 0.07
H 3.7398 -2.1194 -2.6618 0.38 -0.08 0.02 0.05
H 1.0815 -3.3906 -2.9728 -0.06 -0.12 -0.27 0.10
H 1.9372 -2.3985 -4.1490 0.30 0.00 0.26 0.08
H 3.8794 -5.6380 -6.6913 -0.19 -0.19 0.07 0.09
H 2.9687 -6.3774 -5.3011 0.23 -0.49 -0.35 0.08
H 4.6838 -5.9762 -5.1756 -0.11 0.61 0.41 0.09
C -2.4653 1.0551 0.7144 -0.20 1.36 0.77 -0.04
C -1.1434 1.7415 1.1354 -0.86 -0.59 -0.89 -0.19
O -0.2314 0.6534 1.0916 -0.11 -0.63 0.41 -0.02
C 0.9512 0.7276 1.6675 1.75 1.89 0.41 -0.57
C 1.7232 -0.5038 1.5894 0.48 -1.59 -0.89 0.02
O 1.4325 1.7388 2.1429 -0.91 0.27 0.04 0.09
H -3.2183 1.8432 0.7018 -0.17 0.00 -0.65 0.05
H -2.8732 0.3931 1.4783 0.55 -0.29 0.13 0.08
H -2.4060 0.5172 -0.2318 0.12 0.27 0.04 0.06
H -0.7979 2.4923 0.4247 -0.19 -0.01 -0.27 0.11
H -1.2118 2.2818 2.0796 0.16 -0.55 0.34 0.12
H 1.4564 -1.1564 2.4207 -0.04 -0.24 -0.27 0.04
H 2.8078 -0.4015 1.5556 -0.13 0.64 0.46 0.09
H 1.5004 -0.9559 0.6229 -0.30 -0.56 0.26 0.07
C 1.0237 2.2397 5.5716 -0.07 -1.46 -1.62 -0.03
C 1.5011 0.7035 5.4060 0.12 1.15 1.81 -0.16
O 2.8193 0.5703 4.8617 -0.76 2.31 0.04 -0.01
C 3.3536 -0.5933 4.6864 1.37 -1.45 -0.64 -0.60
C 4.7202 -0.4197 4.0785 0.01 0.39 -0.87 0.02
O 2.8569 -1.6797 4.8687 -0.64 0.13 0.40 0.08
H 1.4328 2.8973 4.8046 0.53 -0.19 0.07 0.06
H 1.1492 2.6895 6.5566 0.29 -0.45 -0.04 0.06
H -0.0339 2.2824 5.3114 -0.22 -0.22 0.33 0.06
H 1.6436 0.3733 6.4350 -0.51 -0.41 0.10 0.12
H 0.8573 -0.0171 4.9017 -0.29 0.58 -0.09 0.05
H 4.8678 -1.2211 3.3546 0.24 -0.14 0.30 0.09
H 5.5573 -0.3303 4.7708 -0.25 -0.29 0.17 0.09
H 4.6790 0.5124 3.5149 0.19 0.07 -0.01 0.08
C -3.2308 4.5582 2.2117 -0.63 0.35 0.64 -0.06
C -4.1469 5.7997 2.0855 -0.41 -1.62 -1.05 -0.25
O -3.5575 6.8193 2.8128 0.49 2.36 1.02 -0.03
C -4.0742 8.0979 2.7904 0.51 0.72 -1.27 -0.46
C -3.2024 9.0838 3.6036 0.02 -0.72 0.21 0.02
O -4.9638 8.4727 2.0496 0.77 -1.04 1.20 0.09
H -3.5856 3.7077 1.6296 -0.17 0.24 -0.10 0.05
H -3.2098 4.2418 3.2546 0.11 -0.05 0.07 0.08
H -2.2064 4.7808 1.9131 -0.09 0.19 -0.10 0.08
H -4.2626 5.9969 1.0198 0.12 0.63 -0.04 0.12
H -5.1607 5.6743 2.4657 -0.03 -0.51 0.05 0.13
H -2.8047 9.8532 2.9419 -0.21 -0.14 -0.18 0.08
H -2.3577 8.5880 4.0820 -0.07 -0.18 -0.18 0.07
H -3.7286 9.5995 4.4070 -0.43 -0.15 -0.24 0.08
C -1.7553 -2.2154 -1.8982 0.46 -0.77 -0.39 -0.04
C -0.8960 -2.5707 -0.7184 0.49 0.95 1.31 -0.25
O -0.1792 -3.7316 -0.9939 2.05 -2.66 -0.47 -0.06
C 0.8761 -4.2552 -0.2575 -0.43 0.70 1.79 -0.46
C 1.2470 -5.6373 -0.7702 -0.01 0.51 -0.47 0.03
O 1.3832 -3.7768 0.7669 -1.54 -0.46 -2.63 0.06
H -1.1064 -2.2193 -2.7740 -0.01 0.34 -0.13 0.07
H -2.2296 -1.2394 -1.7950 -0.08 -0.22 0.05 0.07
H -2.4537 -3.0358 -2.0637 -0.42 0.29 0.01 0.08
H -0.1448 -1.8037 -0.5300 -0.41 0.41 0.37 0.10
H -1.4740 -2.8362 0.1669 -0.19 0.75 0.27 0.13
H 0.6155 -5.9609 -1.5976 -0.17 0.06 0.25 0.09
H 1.2023 -6.3329 0.0678 0.04 0.05 -0.07 0.09
H 2.2595 -5.6173 -1.1733 0.12 0.04 0.26 0.08
Br -0.6585 -2.1684 3.8858 0.26 -0.66 -0.06 0.68
C 0.3992 -3.7894 4.3008 -0.56 -1.00 0.44 -0.64
C -0.2429 -5.0277 3.6637 -0.09 0.99 0.10 -0.68
Br 0.9494 -6.5906 3.9193 -0.59 0.76 -0.35 0.60
H 0.2067 -3.9592 5.3602 0.80 0.60 0.08 0.05
H 1.4477 -3.6788 4.0241 -0.28 0.44 0.15 0.05
H -0.4769 -4.7789 2.6286 0.30 -0.80 -0.14 0.03
H -1.1587 -5.2237 4.2214 0.07 -0.33 -0.30 0.05

---

143
Properties=species:S:1:pos:R:3:forces:R:3:lowdin_charge:R:1 method="wB97M-V/def2-TZVPD" homo_ev=-11.60 gap_ev=8.2 charge=+1
N -2.4228 0.8627 -0.5237 -0.18 0.04 -0.09 0.19
C -2.1535 -0.3817 -0.9394 0.23 -0.08 -0.02 -0.34
N -2.1548 -0.8741 -2.1871 0.19 0.21 0.58 0.21
C -1.8277 -2.1443 -2.0281 -0.04 0.35 -1.26 -0.16
N -1.6264 -2.4691 -0.7654 -0.36 -0.38 -0.28 -0.45
Br -1.1627 -4.1220 -0.1477 -0.10 -0.09 0.01 0.94
N -1.8321 -1.3445 -0.0318 -0.15 -0.25 0.53 0.15
B -1.6990 -1.1967 1.4800 0.37 0.75 1.60 -0.77
O -2.2367 -2.0280 2.4207 0.37 0.97 -2.14 -0.01
O -0.9802 -0.1057 1.8857 0.06 -0.96 -0.50 0.11
H -1.9028 1.6518 -0.8697 -0.25 0.07 -0.43 0.08
H -3.1655 0.9966 0.1408 0.10 0.37 0.24 0.04
H -1.7599 -2.8094 -2.8759 0.15 -0.35 0.20 0.11
H -1.5217 -2.5971 2.7482 -0.08 0.13 0.61 -0.02
H -0.1267 -0.1593 1.4243 0.22 0.83 0.01 0.04
Cl 1.7355 4.5586 0.2105 -0.06 0.05 -0.05 0.58
C 1.7116 2.7879 0.3919 -0.07 -0.06 0.08 -0.71
C 2.0367 2.0756 -0.8973 0.00 -0.18 0.13 -0.70
Cl 0.7506 2.2659 -2.1219 -0.10 -0.06 0.10 0.52
H 0.7310 2.5029 0.7703 -0.04 0.06 -0.05 0.06
H 2.4531 2.5383 1.1472 -0.13 0.04 -0.07 -0.02
H 2.1397 1.0056 -0.7121 -0.02 0.01 0.05 0.05
H 2.9619 2.4338 -1.3333 -0.06 0.12 -0.05 -0.02
Cl 0.8856 -3.3734 2.3163 0.09 0.17 0.04 0.57
C 2.0178 -2.6194 3.4924 0.17 -0.10 0.01 -0.63
C 1.7381 -1.1537 3.6873 -0.21 -0.14 0.04 -0.65
Cl 2.1325 -0.2111 2.2181 0.03 0.03 -0.08 0.63
H 3.0297 -2.7865 3.1304 -0.06 -0.02 -0.16 0.08
H 1.8998 -3.1531 4.4325 -0.18 0.01 -0.29 -0.02
H 2.3565 -0.7609 4.4903 0.08 0.02 -0.05 0.02
H 0.6961 -0.9681 3.9413 0.00 0.06 -0.07 0.05
Cl 4.9657 -1.5666 -0.0937 -0.09 -0.03 0.02 0.54
C 5.4797 -0.1493 -1.0473 0.22 0.18 0.02 -0.70
C 6.0104 0.9637 -0.1836 0.23 -0.03 -0.01 -0.62
Cl 4.7207 1.7096 0.7981 0.37 -0.04 0.08 0.62
H 4.6333 0.1777 -1.6381 -0.06 0.05 0.09 -0.01
H 6.2586 -0.4919 -1.7256 0.02 0.00 0.02 0.07
H 6.4276 1.7491 -0.8116 -0.09 0.00 -0.06 0.05
H 6.7897 0.6184 0.4909 -0.08 -0.03 0.08 0.07
Cl -4.9994 -1.0424 -7.6589 0.02 -0.02 -0.01 0.58
C -5.2523 -1.6553 -6.0063 -0.11 -0.06 0.06 -0.66
C -4.0140 -1.5118 -5.1615 -0.01 -0.07 0.04 -0.72
Cl -2.7026 -2.6060 -5.6939 0.06 -0.06 0.07 0.55
H -5.5748 -2.6913 -6.0748 0.07 -0.02 -0.07 0.07
H -6.0628 -1.0730 -5.5718 0.06 0.07 0.01 0.06
H -4.2388 -1.7691 -4.1278 -0.05 -0.01 0.00 0.06
H -3.6331 -0.4993 -5.1841 0.14 -0.03 -0.07 0.00
Cl -2.7432 -4.4280 2.7710 -0.60 -1.51 0.71 0.66
C -3.1085 -5.6355 4.0441 0.15 -0.30 -0.06 -0.60
C -4.5728 -5.9865 4.0835 -0.06 -0.05 0.01 -0.66
Cl -5.5708 -4.6220 4.6492 0.01 0.01 -0.04 0.55
H -2.7687 -5.2306 4.9937 -0.03 0.11 -0.04 0.07
H -2.5225 -6.5266 3.8233 -0.05 -0.01 -0.03 0.08
H -4.7347 -6.8086 4.7780 0.05 0.02 0.04 0.08
H -4.9380 -6.2875 3.1050 0.00 0.07 -0.02 0.07
Cl 5.3643 -3.8665 -5.1831 0.02 0.03 0.01 0.55
C 4.5553 -3.9411 -3.5994 0.04 -0.09 0.05 -0.67
C 3.3736 -3.0096 -3.5228 -0.16 -0.11 0.08 -0.64
Cl 3.8692 -1.2970 -3.5304 -0.17 -0.08 -0.29 0.60
H 5.2912 -3.7117 -2.8325 0.00 0.07 -0.02 0.06
H 4.2216 -4.9681 -3.4600 -0.05 0.01 -0.02 0.07
H 2.8323 -3.1781 -2.5922 0.09 0.02 0.06 0.07
H 2.6871 -3.1639 -4.3517 0.08 0.05 -0.08 0.07
Cl -5.0444 1.3060 -4.0637 -0.08 0.18 0.14 0.60
C -4.5750 3.0205 -4.2317 -0.06 0.21 -0.01 -0.63
C -3.2473 3.1935 -4.9238 -0.05 0.03 -0.10 -0.64
Cl -1.8861 2.5959 -3.9428 -0.03 -0.05 0.01 0.53
H -4.5712 3.4553 -3.2350 0.06 -0.06 0.01 0.07
H -5.3514 3.5099 -4.8167 -0.01 -0.07 -0.04 0.08
H -3.0716 4.2517 -5.1077 0.00 0.02 0.06 0.08
H -3.2166 2.6708 -5.8766 -0.04 -0.05 0.03 0.07
Cl 0.4037 0.2596 6.6605 0.00 0.05 0.15 0.56
C 0.8966 1.9729 6.7531 -0.13 0.20 -0.04 -0.62
C 2.2400 2.2080 6.1122 0.02 0.08 -0.04 -0.65
Cl 3.5657 1.4552 7.0345 -0.01 -0.07 -0.04 0.55
H 0.8931 2.2662 7.7995 0.07 -0.09 0.02 0.07
H 0.1344 2.5525 6.2327 0.01 -0.04 -0.06 0.07
H 2.4456 3.2763 6.0723 -0.03 0.01 0.04 0.08
H 2.2713 1.8151 5.0978 -0.01 -0.04 0.01 0.06
Cl -2.4233 0.5608 4.5741 0.02 0.04 -0.03 0.61
C -3.2638 0.4389 6.1419 -0.06 -0.06 0.10 -0.63
C -4.4088 1.4146 6.2333 -0.09 -0.10 0.11 -0.62
Cl -3.8388 3.1032 6.3095 0.23 -0.16 0.81 0.62
H -2.5330 0.6000 6.9308 0.06 0.07 -0.07 0.04
H -3.6386 -0.5803 6.2255 -0.06 0.02 -0.07 0.08
H -4.9836 1.2325 7.1395 0.05 0.02 0.03 0.08
H -5.0773 1.3218 5.3806 0.00 0.02 0.05 0.06
Cl 1.2883 -5.5475 6.5332 0.02 0.02 -0.08 0.54
C 2.4246 -4.8432 7.7221 0.08 -0.04 0.08 -0.65
C 2.1549 -3.3844 7.9575 0.06 0.12 0.19 -0.63
Cl 2.5476 -2.4033 6.5151 0.18 -0.02 0.56 0.63
H 3.4357 -5.0089 7.3592 -0.03 0.01 -0.09 0.08
H 2.2988 -5.3932 8.6499 -0.06 0.02 0.04 0.01
H 2.7754 -3.0143 8.7749 -0.16 -0.15 -0.38 -0.03
H 1.1138 -3.2021 8.2133 -0.02 0.01 -0.11 0.08
Cl 5.0704 6.5358 3.1942 -0.02 -0.04 0.02 0.53
C 4.1670 7.3414 1.8853 0.04 0.01 -0.12 -0.67
C 3.4618 8.5854 2.3602 0.03 0.09 -0.07 -0.66
Cl 2.1162 8.2123 3.4690 0.00 0.00 0.03 0.53
H 3.4670 6.6221 1.4712 -0.04 -0.06 0.06 0.02
H 4.8908 7.6009 1.1145 0.02 0.05 0.03 0.07
H 3.0340 9.1118 1.5086 -0.02 -0.05 -0.02 0.07
H 4.1433 9.2590 2.8732 -0.01 -0.05 0.08 0.07
Cl 2.4463 -6.1453 11.2611 -0.03 -0.01 -0.03 0.57
C 3.6282 -5.3235 12.3121 0.13 0.00 0.04 -0.64
C 3.3628 -3.8458 12.4302 -0.01 0.08 0.19 -0.63
Cl 3.6810 -2.9527 10.9125 0.13 -0.09 0.37 0.61
H 4.6223 -5.5207 11.9196 -0.03 0.01 -0.08 0.07
H 3.5483 -5.7863 13.2939 -0.05 0.04 0.02 0.08
H 4.0218 -3.4176 13.1831 0.05 -0.02 -0.03 0.08
H 2.3348 -3.6486 12.7219 -0.03 0.00 -0.09 0.07
Cl 2.1014 4.9673 -4.1743 0.10 -0.02 0.05 0.54
C 3.7942 5.0490 -4.7302 -0.03 0.11 -0.06 -0.65
C 4.5726 3.7995 -4.4058 0.03 -0.04 -0.20 -0.63
Cl 4.8566 3.6153 -2.6510 0.03 0.00 0.03 0.59
H 4.2513 5.9286 -4.2841 -0.02 -0.02 0.07 0.07
H 3.7634 5.1882 -5.8094 0.03 -0.07 -0.01 0.07
H 5.5519 3.8451 -4.8787 0.01 0.06 0.03 0.07
H 4.0614 2.9078 -4.7596 -0.06 0.00 0.09 0.07
Cl -4.9337 2.6766 0.7875 -0.03 -0.02 -0.08 0.57
C -4.2463 3.6700 2.1100 0.15 0.02 0.14 -0.62
C -4.8302 3.3127 3.4511 0.02 0.23 -0.33 -0.74
Cl -6.5434 3.7782 3.5842 -0.05 -0.06 0.00 0.57
H -4.4147 4.7149 1.8642 -0.12 -0.03 -0.06 0.07
H -3.1725 3.4883 2.1179 -0.01 -0.07 0.02 0.07
H -4.2941 3.8427 4.2352 -0.14 0.01 -0.46 -0.02
H -4.7546 2.2456 3.6467 0.02 0.08 -0.17 0.02
Cl -5.5668 -0.1889 -12.9090 -0.02 0.01 0.00 0.54
C -4.0177 -0.3609 -12.0379 -0.15 -0.12 -0.08 -0.71
C -3.9745 0.4684 -10.7831 0.10 -0.05 0.12 -0.69
Cl -3.9270 2.2162 -11.1320 -0.03 0.01 0.01 0.54
H -3.2174 -0.0908 -12.7165 -0.21 0.12 0.03 -0.02
H -3.9124 -1.4156 -11.7859 -0.02 0.01 0.07 0.08
H -3.0729 0.2338 -10.2191 0.04 -0.02 -0.06 0.06
H -4.8353 0.2764 -10.1483 -0.07 0.06 -0.07 0.02
Cl 1.5962 -1.4307 -14.7673 0.01 0.00 0.03 0.54
C -0.0558 -2.0748 -14.6038 -0.02 -0.09 -0.05 -0.67
C -1.0529 -0.9999 -14.2563 -0.14 -0.02 -0.08 -0.64
Cl -0.8112 -0.3651 -12.6057 0.39 0.00 0.00 0.59
H -0.0383 -2.8593 -13.8515 0.03 0.05 0.05 0.07
H -0.3192 -2.5217 -15.5609 -0.03 0.06 -0.02 0.07
H -2.0627 -1.4087 -14.2947 0.02 -0.05 0.02 0.07
H -0.9969 -0.1633 -14.9478 0.08 0.04 0.05 0.08